87
Properties=species:S:1:pos:R:3:forces:R:3:mulliken_charge:R:1 method="wB97M-V/def2-TZVPD" total_charge=+1 e_above_lowest_kj_mol=0.0 spin_multiplicity=1 energy_ha=-6003.12068
La 0.305248 -0.513639 0.138242 0.0 0.6 0.2 1.7207
C -5.063201 -1.183208 3.453762 0.0 0.0 0.0 -1.0114
C -4.321517 -2.511287 3.398439 0.0 0.0 0.0 -0.3794
N -2.876565 -2.354273 3.384379 0.1 0.0 0.0 -0.1725
C -2.144860 -2.094445 2.281762 -0.1 0.3 0.1 0.2815
S -0.432089 -1.910254 2.553271 -0.1 -0.3 -0.1 -0.5805
N -2.823812 -1.987015 1.161468 0.1 0.1 -0.1 -0.9249
N -2.079350 -1.755130 0.034571 -0.2 -0.1 0.1 1.0079
C -2.718442 -1.927873 -1.073136 0.1 -0.1 -0.1 0.7968
C -4.163475 -2.318519 -1.152954 0.0 0.0 0.0 -1.7766
C -1.959328 -1.802505 -2.346601 0.0 -0.1 0.1 0.0286
C -2.577480 -2.079023 -3.559817 0.0 0.0 0.0 -1.0566
C -1.849253 -1.984363 -4.736628 0.0 0.0 0.0 -0.6653
C -0.519429 -1.619331 -4.672393 0.0 0.0 0.0 -1.0547
C 0.027429 -1.353862 -3.426093 0.0 0.0 0.0 -0.0962
N -0.667868 -1.433925 -2.291190 0.2 0.0 0.2 0.4909
H -6.141625 -1.345667 3.461318 0.0 0.0 0.0 0.3503
H -4.810993 -0.578805 2.581322 0.0 0.0 0.0 0.2174
H -4.798188 -0.625255 4.353359 0.0 0.0 0.0 0.3066
H -4.605149 -3.063389 2.503769 0.0 0.0 0.0 0.2281
H -4.569528 -3.129017 4.261577 0.0 0.0 0.0 0.4224
H -2.372466 -2.357939 4.253979 0.0 -0.1 0.0 0.2265
H -4.610120 -2.298956 -0.167190 0.0 0.0 0.0 0.3032
H -4.266912 -3.324578 -1.566164 0.0 0.0 0.0 0.3467
H -4.706903 -1.637473 -1.811193 0.0 0.0 0.0 0.4099
H -3.613857 -2.376963 -3.586902 0.0 0.0 0.0 0.4884
H -2.320217 -2.201366 -5.686535 0.0 0.0 0.0 0.4377
H 0.095047 -1.542322 -5.557835 0.0 0.0 0.0 0.5081
H 1.065003 -1.060389 -3.323463 0.0 0.0 0.0 0.4326
Se 1.472152 6.875719 -3.934599 0.0 0.1 0.0 0.2789
N 2.259468 6.139553 -2.521316 0.0 -0.1 0.0 -0.8508
C 1.584861 5.056817 -2.235763 0.1 0.0 0.1 0.7748
C 1.925312 4.161762 -1.131986 0.0 0.1 -0.1 0.8252
C 3.008068 4.428772 -0.296905 0.0 0.0 0.0 -0.6541
C 3.288234 3.547477 0.716630 0.0 0.0 0.0 -0.9914
C 2.489065 2.416939 0.852751 0.0 0.0 0.0 -0.4128
N 1.450776 2.141929 0.072049 0.0 0.0 0.0 0.4886
C 1.160528 3.014163 -0.911351 -0.1 -0.1 0.0 -0.7597
C -0.020889 2.734902 -1.760402 0.1 0.0 0.0 -0.8380
N -0.758183 1.649794 -1.473782 0.1 -0.2 0.0 0.8605
C -1.856541 1.429660 -2.185816 -0.1 0.0 0.1 -0.6925
C -2.269972 2.228667 -3.244023 0.0 0.0 0.0 -1.0289
C -1.500839 3.321746 -3.567820 0.0 0.0 0.0 -0.8139
C -0.366129 3.594756 -2.808538 0.0 0.1 0.0 0.7680
C 0.457467 4.771049 -3.072929 -0.1 -0.1 0.0 0.8588
N 0.218786 5.619394 -4.038487 0.0 0.0 0.0 -0.8546
H 3.599411 5.318367 -0.468687 0.0 0.0 0.0 0.5431
H 4.116960 3.703540 1.392423 0.0 0.0 0.0 0.5327
H 2.717523 1.693180 1.618804 0.0 0.0 0.0 0.2303
H -2.450610 0.571864 -1.895019 0.0 0.0 0.0 0.5403
H -3.169760 1.983309 -3.790082 0.0 0.0 0.0 0.5635
H -1.757692 3.983679 -4.384383 0.0 0.0 0.0 0.5311
F 5.589181 -3.650974 -2.937785 0.0 0.1 0.0 -0.3157
C 4.786479 -2.631928 -2.576551 0.0 0.0 0.0 0.6293
F 4.172525 -2.204974 -3.694048 0.1 0.0 0.0 -0.2247
F 5.583288 -1.641803 -2.144789 0.0 0.0 0.0 -0.2190
C 3.797919 -3.067547 -1.524092 0.1 0.0 0.0 -0.2229
C 3.848192 -4.356546 -1.028555 0.0 0.0 0.0 -0.3324
C 2.940699 -4.770696 -0.060880 0.0 0.0 0.0 -1.0259
C 1.991691 -3.863688 0.354595 -0.1 0.0 0.0 -0.5882
N 1.934724 -2.617239 -0.118821 -0.2 0.2 -0.1 0.8458
C 2.825925 -2.177354 -1.031340 -0.1 0.0 0.0 0.3514
S 2.703625 -0.491212 -1.467102 0.3 0.0 0.0 -0.6121
H 4.600786 -5.038716 -1.399126 0.0 0.0 0.0 0.5328
H 2.965468 -5.770003 0.347296 0.0 0.0 0.0 0.4654
H 1.239834 -4.118754 1.093107 0.0 0.0 0.0 0.4198
C -1.403689 2.732736 3.408868 0.0 0.0 0.0 -1.3458
C -1.707106 2.167126 2.053957 0.0 0.0 0.0 0.7732
C -2.858435 2.746281 1.290656 0.0 0.0 0.0 -1.2261
O -1.042742 1.256856 1.595169 0.2 -0.2 -0.1 0.0823
H -1.618785 3.799870 3.455999 0.0 0.0 0.0 0.4213
H -0.373111 2.532969 3.691903 0.0 0.0 0.0 0.2530
H -2.061836 2.234503 4.127114 0.0 0.0 0.0 0.3556
H -3.689329 2.977718 1.956995 0.0 0.0 0.0 0.4634
H -3.175149 2.074178 0.496374 0.0 0.0 0.0 0.1491
H -2.526965 3.691097 0.848999 0.0 0.0 0.0 0.3229
Cl 2.062023 0.607865 6.038501 0.0 0.0 0.0 -0.2159
C 2.676374 -0.044955 4.561416 0.0 0.0 0.0 -0.1517
C 3.931675 -0.624388 4.502085 0.0 0.0 0.0 -0.3311
C 4.361840 -1.115614 3.281566 0.0 0.0 0.0 -0.9154
C 3.526586 -1.015236 2.181101 0.0 0.0 0.0 -0.3967
N 2.312324 -0.466565 2.247322 -0.2 0.0 -0.1 0.5444
C 1.895676 0.011588 3.421878 0.0 0.0 0.0 -0.2655
H 4.550079 -0.684005 5.387414 0.0 0.0 0.0 0.4625
H 5.336734 -1.570862 3.179335 0.0 0.0 0.0 0.4840
H 3.842147 -1.368782 1.208516 0.0 0.0 0.0 0.3172
H 0.903232 0.442815 3.459042 0.0 0.0 0.0 0.3306